This record from the OMol25 dataset describes 3 unconnected molecules or ions with the total composition C22H49BNO14P3 at a distorted geometry. The level of theory is ωB97M-V with the def2-TZVPD basis set.

Geometry (Å):
C 0.06 2.97 -2.42
C 0.25 1.46 -2.14
P 0.49 1.21 -0.32
C -0.69 -0.13 0.17
C 2.24 0.61 0.02
C 2.38 -0.76 -0.73
C 3.39 -0.75 -1.85
O 3.25 -0.23 -2.92
O 4.52 -1.43 -1.55
O 3.37 1.40 -0.43
C 4.37 1.11 0.46
O 5.50 1.50 0.42
O 3.89 0.29 1.49
C 2.50 0.62 1.50
B 2.13 1.88 2.45
O 1.45 1.53 3.60
N 2.49 3.30 2.29
C 1.93 3.98 1.12
C 3.91 3.59 2.51
H 1.02 3.45 -2.24
H -0.70 3.39 -1.77
H -0.25 3.09 -3.46
H -0.70 0.98 -2.42
H 1.05 1.03 -2.74
H -1.70 0.25 0.19
H -0.40 -0.54 1.14
H -0.63 -0.96 -0.55
H 1.45 -1.14 -1.15
H 2.71 -1.50 0.01
H 5.17 -1.23 -2.24
H 1.83 -0.17 1.86
H 1.93 1.95 4.32
H 0.88 3.73 1.06
H 2.46 3.80 0.18
H 1.95 5.06 1.30
H 3.97 4.48 3.15
H 4.46 3.84 1.60
H 4.40 2.75 3.02
C 4.74 -3.17 2.47
C 4.08 -4.26 1.65
O 3.32 -5.16 2.46
P 1.90 -4.62 3.09
O 1.01 -4.47 1.90
O 1.29 -6.02 3.70
C 0.03 -6.56 3.30
C 0.23 -7.66 2.28
O 2.51 -4.19 4.53
C 2.59 -5.01 5.70
C 3.67 -6.06 5.60
H 3.99 -2.51 2.92
H 5.39 -2.56 1.85
H 5.32 -3.60 3.29
H 3.43 -3.82 0.88
H 4.83 -4.86 1.15
H -0.64 -5.78 2.93
H -0.43 -6.97 4.20
H 0.75 -7.28 1.40
H -0.72 -8.09 1.98
H 0.86 -8.45 2.70
H 1.63 -5.43 5.95
H 2.84 -4.33 6.52
H 3.45 -6.79 4.82
H 3.77 -6.59 6.55
H 4.63 -5.61 5.34
C -4.79 3.75 -0.42
C -4.37 2.59 -1.31
O -5.01 2.64 -2.59
P -4.51 3.78 -3.67
O -3.14 3.34 -4.04
O -5.33 3.27 -4.99
C -4.69 2.91 -6.21
C -4.55 1.41 -6.31
O -5.66 4.87 -3.29
C -6.95 4.99 -3.91
C -7.90 3.89 -3.49
H -4.44 4.70 -0.82
H -4.38 3.63 0.58
H -5.88 3.81 -0.35
H -3.28 2.58 -1.44
H -4.66 1.65 -0.85
H -3.72 3.41 -6.32
H -5.32 3.27 -7.03
H -3.98 1.01 -5.47
H -4.07 1.12 -7.24
H -5.54 0.94 -6.26
H -6.86 5.07 -4.99
H -7.35 5.95 -3.57
H -7.57 2.92 -3.84
H -8.89 4.09 -3.89
H -7.96 3.84 -2.40

Summary:
Largest force on an atom ... 0.1344 Eh/bohr
Gap between HOMO and LUMO ... 8.229 eV
E_LUMO ... 0.003 hartree
Calculated total energy ... -3024.81752 Ha

Löwdin population analysis, charges in e, atoms 1 to 6: C -0.17; C -0.38; P 1.04; C -0.24; C -0.49; C -0.03

=====

This record from the OMol25 dataset describes a molecular structure, C22H49BaN3O18Sr at a distorted geometry. The level of theory is ωB97M-V with the def2-TZVPD basis set.

Geometry (Å):
Sr -1.30 -2.74 -4.02
Ba -1.27 -0.23 0.03
O -3.40 1.09 -2.36
C -2.89 0.07 -3.03
O -2.10 -0.75 -2.54
O -3.18 -0.17 -4.18
H -3.91 1.32 -3.14
O -2.58 -4.93 0.00
C -2.08 -3.88 -0.64
O -1.82 -3.98 -1.82
O -1.99 -2.82 0.01
H -2.71 -4.51 0.86
O 0.75 3.54 1.35
C 0.02 2.64 0.78
O -1.10 2.71 0.23
O 0.52 1.51 0.88
H 1.14 2.76 1.75
O 1.09 -0.96 -1.01
C 1.58 -1.33 -2.20
O 0.81 -1.53 -3.15
O 2.75 -1.47 -2.46
H 1.92 -0.76 -0.57
C 4.75 -3.93 -7.83
O 4.21 -2.59 -7.95
C 5.14 -1.52 -8.31
C 4.60 -0.10 -8.20
N 4.30 0.33 -6.84
C 3.85 1.75 -6.94
C 3.44 2.27 -5.62
O 2.37 1.48 -4.96
C 1.82 2.16 -3.92
H 5.40 -4.31 -7.04
H 5.20 -4.07 -8.81
H 3.89 -4.59 -7.89
H 5.47 -1.74 -9.33
H 5.94 -1.57 -7.57
H 3.60 -0.12 -8.64
H 5.35 0.56 -8.64
H 5.18 0.45 -6.36
H 2.93 2.00 -7.46
H 4.70 2.29 -7.35
H 3.21 3.33 -5.65
H 4.26 2.17 -4.90
H 1.05 1.52 -3.49
H 1.29 3.04 -4.28
H 2.57 2.40 -3.17
C 3.05 -0.68 4.90
O 1.77 -0.05 5.28
C 1.67 0.36 6.70
C 0.21 0.22 7.07
N -0.55 1.41 6.60
C -1.97 1.42 7.08
C -2.93 2.26 6.15
O -2.72 2.19 4.73
C -1.83 3.20 4.23
H 2.79 -1.74 4.85
H 3.77 -0.46 5.69
H 3.41 -0.34 3.93
H 2.26 1.23 7.00
H 2.18 -0.45 7.22
H 0.08 0.22 8.16
H -0.17 -0.77 6.81
H -0.42 1.53 5.61
H -1.90 1.91 8.06
H -2.40 0.42 7.03
H -2.92 3.27 6.57
H -3.98 2.02 6.34
H -1.51 2.88 3.24
H -1.00 3.43 4.89
H -2.50 4.01 3.92
C -5.21 -1.13 -1.05
O -4.31 -0.62 -0.03
C -5.03 -0.30 1.13
C -4.28 0.89 1.95
N -2.91 0.71 2.46
C -2.64 -0.64 3.12
C -1.09 -0.71 3.52
O -0.49 -1.28 2.37
C 0.90 -1.61 2.51
H -4.63 -1.62 -1.84
H -5.87 -0.40 -1.52
H -5.87 -1.87 -0.60
H -5.29 -1.08 1.84
H -6.09 -0.10 1.02
H -4.99 1.01 2.77
H -4.38 1.72 1.25
H -2.92 1.43 3.16
H -2.92 -1.43 2.42
H -3.23 -0.65 4.03
H -1.17 -1.53 4.25
H -0.69 0.18 4.00
H 1.29 -2.14 1.64
H 1.09 -2.38 3.25
H 1.57 -0.76 2.66

Summary:
Largest force on an atom ... 0.1149 Eh/bohr
Relative energy (zero: lowest compared OMol25 entry of this formula, charge and spin) ... 65.75 kJ/mol
Gap between HOMO and LUMO ... 6.938 eV
E_LUMO ... -0.040 hartree
Calculated total energy ... -2442.47517 Ha

Löwdin population analysis, charges in e, atoms 1 to 6: Sr 1.72; Ba 2.13; O 0.14; C -0.95; O -0.27; O 0.00

=====

This record from the OMol25 dataset describes 9 unconnected molecules or ions with the total composition C22H49Br2FN8O22P2S at a distorted geometry. The level of theory is ωB97M-V with the def2-TZVPD basis set.

Geometry (Å):
C -4.78 0.38 2.64
C -3.85 -0.97 2.53
S -2.94 -1.15 0.89
C -2.16 0.47 0.35
C -0.63 0.14 -0.12
O -0.94 -0.60 -1.39
O -0.05 -0.99 0.68
C 1.23 -0.67 1.35
O 2.02 -1.62 1.86
C 1.45 0.98 1.27
P 0.78 1.49 2.99
C -0.89 0.71 3.43
C 1.95 0.69 4.33
P 3.24 1.66 1.42
O 3.37 2.86 2.49
O 3.93 2.32 -0.03
O 4.35 0.37 1.94
C 0.56 1.26 -0.10
C 1.35 1.17 -1.58
C 2.19 -0.19 -1.84
F 3.44 -0.38 -1.10
C -0.16 2.77 -0.03
Br 1.21 4.29 0.05
C -1.07 3.14 -1.34
C -0.31 4.00 -2.50
Br -2.68 4.23 -0.72
H -4.76 0.73 3.75
H -4.37 1.26 1.98
H -5.89 0.16 2.28
H -3.15 -1.02 3.48
H -4.57 -1.91 2.61
H -2.75 0.80 -0.63
H -2.28 1.35 1.11
H -1.26 0.04 -2.09
H -0.91 0.57 4.61
H -1.11 -0.35 2.98
H -1.74 1.51 3.21
H 1.31 0.13 5.16
H 2.67 -0.11 3.88
H 2.61 1.53 4.82
H 4.83 1.90 -0.22
H 4.52 0.55 2.92
H 2.03 2.13 -1.77
H 0.56 1.23 -2.48
H 1.57 -1.20 -1.70
H 2.48 -0.19 -3.00
H -0.77 2.91 0.99
H -1.53 2.19 -1.84
H -0.33 5.17 -2.29
H -0.96 3.87 -3.49
H 0.76 3.62 -2.78
C -3.96 6.33 2.95
N -4.05 4.86 3.18
O -3.03 4.19 3.01
O -5.16 4.42 3.53
H -2.94 6.57 2.64
H -4.66 6.58 2.15
H -4.21 6.83 3.88
C 6.20 4.94 0.32
N 7.29 4.36 -0.52
O 7.33 3.13 -0.62
O 8.08 5.16 -1.04
H 5.59 4.12 0.71
H 6.67 5.50 1.13
H 5.61 5.59 -0.32
C 3.32 -2.79 6.20
N 3.55 -1.44 6.79
O 2.77 -1.07 7.67
O 4.50 -0.80 6.34
H 2.45 -3.24 6.68
H 3.14 -2.66 5.13
H 4.22 -3.39 6.38
C 2.09 -3.53 -3.06
N 1.91 -3.74 -4.52
O 1.72 -4.90 -4.90
O 1.95 -2.74 -5.24
H 2.02 -4.50 -2.55
H 3.08 -3.09 -2.91
H 1.30 -2.86 -2.72
C 0.39 0.94 -6.73
N 0.71 1.30 -5.32
O -0.14 1.03 -4.46
O 1.80 1.85 -5.11
H -0.60 0.47 -6.76
H 0.40 1.87 -7.31
H 1.16 0.25 -7.07
C -3.42 -2.25 -6.14
N -3.12 -1.10 -7.04
O -2.73 -0.05 -6.52
O -3.28 -1.29 -8.26
H -3.23 -1.94 -5.11
H -4.47 -2.51 -6.28
H -2.76 -3.07 -6.43
C -6.15 -5.66 -6.57
N -5.21 -5.15 -5.53
O -5.66 -4.99 -4.39
O -4.05 -4.93 -5.90
H -7.13 -5.81 -6.11
H -6.21 -4.91 -7.36
H -5.75 -6.60 -6.94
C 0.25 -6.47 7.65
N 1.33 -5.58 7.16
O 1.55 -5.56 5.95
O 1.93 -4.91 8.01
H -0.19 -7.00 6.80
H 0.70 -7.18 8.35
H -0.49 -5.85 8.15

Summary:
Largest force on an atom ... 0.1714 Eh/bohr
Gap between HOMO and LUMO ... 7.687 eV
E_LUMO ... -0.018 hartree
Calculated total energy ... -9288.79526 Ha

Löwdin population analysis, charges in e, atoms 1 to 6: C -0.17; C -0.53; S 0.84; C -0.37; C -0.39; O -0.06

=====

Copy entry 3 word for word.
This record from the OMol25 dataset describes 9 unconnected molecules or ions with the total composition C22H49Br2FN8O22P2S at a distorted geometry. The level of theory is ωB97M-V with the def2-TZVPD basis set.

Geometry (Å):
C -4.78 0.38 2.64
C -3.85 -0.97 2.53
S -2.94 -1.15 0.89
C -2.16 0.47 0.35
C -0.63 0.14 -0.12
O -0.94 -0.60 -1.39
O -0.05 -0.99 0.68
C 1.23 -0.67 1.35
O 2.02 -1.62 1.86
C 1.45 0.98 1.27
P 0.78 1.49 2.99
C -0.89 0.71 3.43
C 1.95 0.69 4.33
P 3.24 1.66 1.42
O 3.37 2.86 2.49
O 3.93 2.32 -0.03
O 4.35 0.37 1.94
C 0.56 1.26 -0.10
C 1.35 1.17 -1.58
C 2.19 -0.19 -1.84
F 3.44 -0.38 -1.10
C -0.16 2.77 -0.03
Br 1.21 4.29 0.05
C -1.07 3.14 -1.34
C -0.31 4.00 -2.50
Br -2.68 4.23 -0.72
H -4.76 0.73 3.75
H -4.37 1.26 1.98
H -5.89 0.16 2.28
H -3.15 -1.02 3.48
H -4.57 -1.91 2.61
H -2.75 0.80 -0.63
H -2.28 1.35 1.11
H -1.26 0.04 -2.09
H -0.91 0.57 4.61
H -1.11 -0.35 2.98
H -1.74 1.51 3.21
H 1.31 0.13 5.16
H 2.67 -0.11 3.88
H 2.61 1.53 4.82
H 4.83 1.90 -0.22
H 4.52 0.55 2.92
H 2.03 2.13 -1.77
H 0.56 1.23 -2.48
H 1.57 -1.20 -1.70
H 2.48 -0.19 -3.00
H -0.77 2.91 0.99
H -1.53 2.19 -1.84
H -0.33 5.17 -2.29
H -0.96 3.87 -3.49
H 0.76 3.62 -2.78
C -3.96 6.33 2.95
N -4.05 4.86 3.18
O -3.03 4.19 3.01
O -5.16 4.42 3.53
H -2.94 6.57 2.64
H -4.66 6.58 2.15
H -4.21 6.83 3.88
C 6.20 4.94 0.32
N 7.29 4.36 -0.52
O 7.33 3.13 -0.62
O 8.08 5.16 -1.04
H 5.59 4.12 0.71
H 6.67 5.50 1.13
H 5.61 5.59 -0.32
C 3.32 -2.79 6.20
N 3.55 -1.44 6.79
O 2.77 -1.07 7.67
O 4.50 -0.80 6.34
H 2.45 -3.24 6.68
H 3.14 -2.66 5.13
H 4.22 -3.39 6.38
C 2.09 -3.53 -3.06
N 1.91 -3.74 -4.52
O 1.72 -4.90 -4.90
O 1.95 -2.74 -5.24
H 2.02 -4.50 -2.55
H 3.08 -3.09 -2.91
H 1.30 -2.86 -2.72
C 0.39 0.94 -6.73
N 0.71 1.30 -5.32
O -0.14 1.03 -4.46
O 1.80 1.85 -5.11
H -0.60 0.47 -6.76
H 0.40 1.87 -7.31
H 1.16 0.25 -7.07
C -3.42 -2.25 -6.14
N -3.12 -1.10 -7.04
O -2.73 -0.05 -6.52
O -3.28 -1.29 -8.26
H -3.23 -1.94 -5.11
H -4.47 -2.51 -6.28
H -2.76 -3.07 -6.43
C -6.15 -5.66 -6.57
N -5.21 -5.15 -5.53
O -5.66 -4.99 -4.39
O -4.05 -4.93 -5.90
H -7.13 -5.81 -6.11
H -6.21 -4.91 -7.36
H -5.75 -6.60 -6.94
C 0.25 -6.47 7.65
N 1.33 -5.58 7.16
O 1.55 -5.56 5.95
O 1.93 -4.91 8.01
H -0.19 -7.00 6.80
H 0.70 -7.18 8.35
H -0.49 -5.85 8.15

Summary:
Largest force on an atom ... 0.1714 Eh/bohr
Gap between HOMO and LUMO ... 7.687 eV
E_LUMO ... -0.018 hartree
Calculated total energy ... -9288.79526 Ha

Löwdin population analysis, charges in e, atoms 1 to 6: C -0.17; C -0.53; S 0.84; C -0.37; C -0.39; O -0.06

=====

- Which of these has the highest largest force on an atom?
  C22H49Br2FN8O22P2S

=====

- Look up the E_LUMO of the third one.
  -0.018 hartree

=====

- The highest largest force on an atom belongs to which entry?
  C22H49Br2FN8O22P2S